{"formula": "C20H46FO39PS10Si2", "method": "ωB97M-V/def2-TZVPD", "orbital_gap_ha": 0.332, "elements": ["O", "P", "O", "S", "Si", "O", "Si", "C", "C", "F", "H", "H", "H", "H", "H", "H", "H", "H", "H", "H", "C", "C", "O", "S", "O", "O", "O", "H", "H", "H", "H", "C", "C", "O", "S", "O", "O", "O", "H", "H", "H", "H", "C", "C", "O", "S", "O", "O", "O", "H", "H", "H", "H", "C", "C", "O", "S", "O", "O", "O", "H", "H", "H", "H", "C", "C", "O", "S", "O", "O", "O", "H", "H", "H", "H", "C", "C", "O", "S", "O", "O", "O", "H", "H", "H", "H", "C", "C", "O", "S", "O", "O", "O", "H", "H", "H", "H", "C", "C", "O", "S", "O", "O", "O", "H", "H", "H", "H", "C", "C", "O", "S", "O", "O", "O", "H", "H", "H", "H"], "coordinates": [[-3.03, 0.09, -5.66], [-1.81, 1.05, -6.42], [-1.15, 2.05, -5.18], [-0.42, -0.06, -7.24], [-2.70, 2.42, -7.94], [-4.38, 2.10, -8.16], [-5.40, 3.12, -7.20], [-6.55, 2.19, -5.99], [-6.70, 0.62, -6.25], [-6.58, 0.24, -7.63], [-3.70, -0.16, -6.34], [-1.89, 2.68, -4.97], [-2.36, 3.82, -7.66], [-2.03, 2.07, -9.22], [-4.58, 4.04, -6.38], [-6.21, 3.98, -8.08], [-6.15, 2.32, -4.93], [-7.60, 2.66, -6.05], [-6.02, 0.05, -5.55], [-7.78, 0.34, -5.95], [-2.12, -4.56, -8.22], [-1.84, -3.51, -9.29], [-3.12, -2.96, -9.62], [-4.05, -2.98, -8.29], [-4.00, -1.69, -7.68], [-5.29, -3.63, -8.62], [-3.15, -3.99, -7.40], [-2.51, -5.48, -8.66], [-1.24, -4.78, -7.62], [-1.37, -3.94, -10.18], [-1.22, -2.70, -8.90], [-1.17, -4.51, -2.69], [-0.81, -5.64, -3.64], [-2.06, -6.19, -4.06], [-3.17, -5.01, -4.10], [-3.27, -4.53, -5.45], [-4.30, -5.42, -3.33], [-2.33, -3.90, -3.25], [-1.43, -4.89, -1.70], [-0.37, -3.78, -2.60], [-0.19, -6.41, -3.16], [-0.29, -5.27, -4.53], [-0.57, -0.36, -2.53], [-0.12, 0.85, -1.74], [0.24, 0.34, -0.45], [0.81, -1.17, -0.62], [2.24, -1.10, -0.63], [0.08, -2.03, 0.27], [0.30, -1.42, -2.13], [-1.60, -0.64, -2.27], [-0.51, -0.20, -3.61], [-0.89, 1.61, -1.65], [0.78, 1.30, -2.18], [-2.57, -2.14, 2.75], [-2.29, -1.11, 1.67], [-3.58, -0.57, 1.33], [-4.52, -0.58, 2.65], [-4.47, 0.73, 3.23], [-5.74, -1.24, 2.33], [-3.61, -1.57, 3.56], [-2.95, -3.07, 2.33], [-1.69, -2.35, 3.36], [-1.82, -1.55, 0.79], [-1.68, -0.29, 2.05], [4.24, 2.36, -0.30], [5.34, 2.38, -1.35], [4.65, 2.43, -2.60], [3.27, 3.25, -2.41], [3.49, 4.60, -2.84], [2.19, 2.45, -2.90], [3.23, 3.24, -0.79], [3.81, 1.37, -0.20], [4.60, 2.70, 0.68], [5.98, 1.50, -1.30], [5.95, 3.28, -1.27], [3.03, 1.97, 4.93], [4.17, 2.60, 4.15], [4.75, 1.53, 3.40], [3.58, 0.48, 3.01], [3.14, 0.76, 1.67], [3.99, -0.83, 3.42], [2.45, 1.01, 4.04], [3.40, 1.43, 5.81], [2.28, 2.70, 5.24], [4.91, 3.06, 4.81], [3.80, 3.35, 3.45], [3.55, 6.29, 8.38], [4.45, 5.09, 8.18], [3.68, 4.17, 7.41], [2.70, 5.01, 6.42], [3.31, 5.09, 5.13], [1.36, 4.53, 6.61], [2.84, 6.45, 7.15], [2.81, 6.11, 9.17], [4.11, 7.20, 8.62], [4.76, 4.64, 9.12], [5.34, 5.36, 7.60], [4.74, -4.40, 3.99], [5.18, -3.20, 4.81], [5.50, -3.72, 6.10], [6.08, -5.23, 5.93], [7.51, -5.17, 5.94], [5.33, -6.10, 6.78], [5.60, -5.46, 4.39], [3.71, -4.68, 4.22], [4.83, -4.22, 2.92], [4.40, -2.44, 4.88], [6.09, -2.74, 4.40], [-1.86, 1.41, 7.27], [-1.43, 2.61, 8.09], [-1.12, 2.09, 9.38], [-0.53, 0.59, 9.21], [0.91, 0.66, 9.24], [-1.27, -0.29, 10.06], [-0.99, 0.35, 7.68], [-2.89, 1.11, 7.50], [-1.76, 1.58, 6.20], [-2.22, 3.36, 8.16], [-0.53, 3.07, 7.68]], "lowdin_charge": [-0.307, 0.162, -0.303, 0.225, 0.452, -0.476, 0.548, -0.287, -0.227, -0.100, 0.015, 0.056, -0.043, -0.033, -0.035, -0.028, 0.084, 0.083, 0.112, 0.122, -0.153, -0.169, -0.184, 0.668, -0.245, -0.208, -0.278, 0.138, 0.136, 0.136, 0.104, -0.172, -0.168, -0.187, 0.689, -0.224, -0.216, -0.186, 0.137, 0.119, 0.137, 0.130, -0.150, -0.156, -0.188, 0.652, -0.219, -0.252, -0.201, 0.137, 0.120, 0.144, 0.088, -0.162, -0.183, -0.191, 0.643, -0.239, -0.224, -0.194, 0.136, 0.138, 0.096, 0.137, -0.180, -0.158, -0.182, 0.663, -0.220, -0.238, -0.178, 0.099, 0.128, 0.139, 0.133, -0.167, -0.182, -0.185, 0.675, -0.235, -0.224, -0.172, 0.144, 0.103, 0.132, 0.126, -0.160, -0.160, -0.191, 0.646, -0.219, -0.220, -0.178, 0.137, 0.140, 0.142, 0.136, -0.167, -0.186, -0.191, 0.645, -0.231, -0.227, -0.193, 0.134, 0.137, 0.105, 0.135, -0.165, -0.169, -0.191, 0.644, -0.235, -0.221, -0.193, 0.135, 0.137, 0.138, 0.110]}

=====

{"formula": "C7H9Cl4N", "method": "ωB97M-V/def2-TZVPD", "smiles": "CC1=C[C@@H](C)C(Cl)(Cl)NC1(Cl)Cl", "de_lowest_ev": 0.628, "orbital_gap_ha": 0.383, "elements": ["C", "C", "C", "C", "C", "C", "Cl", "Cl", "N", "C", "Cl", "Cl", "H", "H", "H", "H", "H", "H", "H", "H", "H"], "coordinates": [[2.13, 1.50, -0.11], [0.96, 0.75, -0.57], [0.29, -0.14, 0.12], [-0.92, -0.85, -0.19], [-1.85, -0.90, 1.05], [-1.55, -0.12, -1.41], [-2.47, 1.34, -0.74], [-2.82, -1.08, -2.26], [-0.62, 0.09, -2.36], [0.45, 0.90, -2.02], [-0.04, 2.77, -2.02], [1.66, 0.79, -3.26], [2.07, 2.12, 0.83], [2.34, 2.19, -0.96], [2.92, 0.73, -0.11], [0.72, -0.29, 1.15], [-0.60, -1.77, -0.60], [-1.60, 0.19, 1.39], [-1.41, -1.49, 1.82], [-2.94, -0.95, 0.98], [-0.96, 0.22, -3.29]], "lowdin_charge": [-0.085, -0.376, -0.083, -0.406, -0.079, -1.098, 0.581, 0.650, -0.127, -1.060, 0.483, 0.716, 0.110, 0.054, 0.095, 0.156, 0.134, 0.086, 0.066, 0.075, 0.108]}

=====

{"formula": "C41H51NO8P4S4W", "method": "ωB97M-V/def2-TZVPD", "de_lowest_ev": 5.673, "orbital_gap_ha": 0.271, "elements": ["W", "S", "P", "C", "P", "S", "C", "C", "C", "C", "C", "C", "C", "C", "C", "C", "C", "C", "C", "C", "C", "C", "C", "C", "C", "C", "C", "C", "C", "C", "H", "H", "H", "H", "H", "H", "H", "H", "H", "H", "H", "H", "H", "H", "H", "H", "H", "H", "H", "H", "N", "C", "C", "P", "O", "O", "O", "P", "O", "O", "O", "H", "H", "H", "H", "H", "H", "H", "H", "C", "C", "S", "O", "C", "C", "H", "H", "H", "H", "H", "H", "H", "H", "H", "H", "O", "S", "C", "C", "C", "C", "H", "H", "H", "H", "H", "H", "H", "H", "C", "C", "C", "C", "C", "C", "H", "H", "H", "H", "H"], "coordinates": [[0.04, 0.14, -0.46], [-1.58, -0.95, 1.49], [-0.41, -2.48, 0.96], [1.08, -1.69, 0.50], [1.77, -0.44, 1.59], [0.58, 1.11, 2.14], [3.58, 0.03, 1.73], [4.62, -0.37, 0.90], [5.92, 0.05, 1.11], [6.21, 0.89, 2.17], [5.19, 1.30, 3.03], [3.89, 0.86, 2.81], [1.88, -1.46, 3.17], [2.84, -2.48, 3.24], [2.95, -3.29, 4.36], [2.11, -3.09, 5.45], [1.16, -2.09, 5.40], [1.05, -1.28, 4.27], [-0.93, -3.61, -0.42], [-1.98, -4.41, -0.34], [-2.63, -4.78, -1.69], [-1.55, -5.34, -2.58], [-0.57, -4.46, -2.73], [-0.65, -3.23, -1.89], [-0.41, -3.74, 2.28], [-1.30, -3.68, 3.34], [-1.34, -4.71, 4.28], [-0.49, -5.79, 4.16], [0.43, -5.85, 3.11], [0.46, -4.83, 2.17], [4.40, -1.02, 0.08], [6.72, -0.26, 0.45], [7.23, 1.24, 2.34], [5.41, 1.96, 3.86], [3.10, 1.18, 3.48], [3.50, -2.66, 2.39], [3.69, -4.08, 4.39], [2.20, -3.72, 6.33], [0.48, -1.95, 6.24], [0.29, -0.50, 4.22], [-2.40, -4.77, 0.60], [-3.49, -5.43, -1.56], [-1.62, -6.31, -3.07], [0.30, -4.62, -3.37], [0.21, -2.59, -1.97], [-1.96, -2.82, 3.44], [-2.05, -4.67, 5.10], [-0.52, -6.59, 4.89], [1.11, -6.69, 3.04], [1.17, -4.89, 1.34], [-2.38, -2.25, -4.62], [-2.49, -1.25, -3.47], [-3.91, -0.69, -3.47], [-1.19, 0.06, -3.89], [-0.03, -0.98, -4.36], [-1.78, 0.74, -5.06], [-0.66, 0.81, -2.70], [-2.17, -2.17, -1.90], [-3.33, -1.90, -0.84], [-3.09, -3.57, -2.36], [-1.22, -1.02, -1.26], [-2.89, -1.89, -5.43], [-2.75, -3.14, -4.30], [-1.39, -2.33, -4.87], [-4.07, -0.12, -4.40], [-4.05, 0.00, -2.65], [-4.65, -1.48, -3.37], [0.65, -1.00, -3.64], [-3.00, -1.34, -0.09], [4.04, 0.30, -3.30], [3.69, -1.17, -3.13], [2.68, -1.47, -1.66], [1.30, -0.96, -2.17], [2.74, -3.26, -1.82], [3.97, -3.75, -1.07], [4.70, 0.42, -4.18], [4.57, 0.68, -2.41], [3.15, 0.91, -3.43], [4.59, -1.77, -3.00], [3.13, -1.55, -3.99], [2.71, -3.52, -2.88], [1.84, -3.63, -1.33], [4.90, -3.34, -1.45], [4.05, -4.84, -1.13], [3.87, -3.48, -0.01], [1.77, 0.56, -0.16], [1.34, 2.58, -2.13], [2.44, 3.55, -1.07], [2.33, 4.98, -1.59], [0.84, 5.21, -1.83], [0.32, 4.01, -2.63], [3.45, 3.13, -1.14], [2.11, 3.45, -0.04], [2.87, 5.06, -2.54], [2.75, 5.70, -0.89], [0.63, 6.14, -2.36], [0.33, 5.25, -0.86], [0.44, 4.16, -3.70], [-0.72, 3.77, -2.43], [-3.18, 3.90, 0.27], [-1.85, 4.07, 0.62], [-0.93, 3.05, 0.43], [-1.30, 1.84, -0.13], [-2.64, 1.69, -0.49], [-3.57, 2.70, -0.29], [-3.90, 4.69, 0.44], [-1.52, 5.00, 1.07], [0.09, 3.22, 0.73], [-2.98, 0.76, -0.93], [-4.61, 2.54, -0.58]], "lowdin_charge": [1.578, 0.490, 0.546, -0.558, 0.422, 0.454, -0.283, -0.098, -0.087, -0.098, -0.076, -0.091, -0.338, -0.099, -0.092, -0.098, -0.086, -0.119, -0.290, -0.008, -0.280, -0.022, -0.071, -0.271, -0.343, -0.101, -0.078, -0.086, -0.081, -0.088, 0.041, 0.101, 0.103, 0.104, 0.092, 0.095, 0.101, 0.100, 0.104, 0.056, 0.131, 0.145, 0.110, 0.110, 0.050, 0.077, 0.106, 0.103, 0.104, 0.112, 0.190, -0.434, -0.062, 0.360, -0.180, -0.282, -0.435, 0.615, -0.150, -0.260, -0.667, 0.162, 0.135, 0.130, 0.085, 0.077, 0.091, 0.017, -0.032, -0.120, -0.365, 0.991, -0.651, -0.378, -0.116, 0.087, 0.076, 0.031, 0.085, 0.095, 0.097, 0.060, 0.069, 0.082, 0.064, -0.744, 0.906, -0.436, -0.254, -0.246, -0.408, 0.074, 0.065, 0.109, 0.111, 0.111, 0.092, 0.075, 0.071, -0.092, -0.093, -0.218, -0.351, -0.139, -0.086, 0.099, 0.104, 0.035, 0.056, 0.101]}